No. 1
108
Properties=species:S:1:pos:R:3:forces:R:3 method="wB97M-V/def2-TZVPD" homo_lumo_gap_ev=5.5563 total_charge=-1
Rb 2.03597 0.71662 -1.15142 0.00 0.49 -0.08
O 3.03578 0.29055 1.29945 0.02 -0.19 0.01
O -0.11101 -0.06724 -2.48268 0.12 -0.09 0.12
N 3.88509 -0.68203 -2.92316 0.08 0.02 -0.11
N 2.60244 3.61364 -2.11906 0.04 -0.04 -0.04
N 2.10599 -2.10172 -0.90508 -0.17 0.34 0.02
N 1.37030 4.03462 -1.77458 -0.15 0.04 0.03
C 0.13310 5.79818 -0.52597 0.00 -0.06 -0.01
C -3.20147 -5.09776 0.11473 0.00 0.02 -0.01
C -4.04563 1.27837 -1.09752 -0.02 0.01 -0.04
C 1.66312 3.07173 1.60898 -0.02 0.07 0.00
C -1.67832 1.97459 -1.07263 -0.07 -0.16 -0.03
C 2.96364 2.16528 3.56028 -0.02 -0.03 -0.05
C -3.80131 -3.80649 -0.44840 -0.02 -0.03 -0.01
C 3.33996 -2.62262 -1.46855 0.13 0.00 0.24
C -0.13988 0.35969 3.05212 0.03 -0.02 0.03
C -2.21760 -0.45762 -1.43652 0.01 0.07 -0.12
C 1.07773 0.80738 2.56776 0.00 0.03 -0.01
C 3.42407 4.52007 -1.61492 -0.06 0.04 0.04
C 5.13188 -0.26946 -2.30753 -0.03 0.02 -0.03
C -2.24745 -2.82871 3.20769 0.03 0.03 -0.01
C 2.07094 -2.31011 0.55677 0.09 -0.12 0.02
C 0.08322 -1.72265 1.95168 0.02 0.03 0.05
C 1.87988 -0.06594 1.75069 0.09 0.01 -0.17
C -0.45123 -2.12532 -1.33992 0.01 0.02 -0.04
C -2.73409 1.22468 -3.21930 0.04 0.01 0.01
C -2.67219 0.97962 -1.70368 -0.06 0.05 -0.01
C 3.75594 -0.17449 -4.27545 0.04 -0.01 0.04
C -2.73199 -2.74403 -0.71900 -0.01 -0.04 0.03
C 4.90436 4.36832 -1.75130 -0.08 -0.03 0.01
C -4.87489 -3.31382 0.53222 0.05 0.00 0.00
C 2.70135 5.53517 -0.94858 0.09 0.03 0.02
C 1.29769 -1.32679 1.40438 -0.16 -0.01 0.03
C 0.64256 2.96783 3.83886 0.01 -0.03 -0.01
C -3.09963 -1.42085 -0.97926 0.06 0.02 0.11
C -0.87362 -0.83180 -1.78317 -0.03 -0.22 -0.08
C 1.58281 2.21866 2.88761 0.01 0.03 0.01
C 1.37765 5.18103 -1.06481 0.06 -0.03 -0.02
C -0.65661 -0.91299 2.79952 0.01 -0.05 -0.04
C 3.68199 -2.12151 -2.86788 -0.11 -0.06 0.06
C 0.94510 -2.61978 -1.64487 -0.05 -0.18 0.00
C -4.49477 -4.14949 -1.77919 0.05 0.03 0.01
C -1.97181 -1.08228 4.93782 0.00 0.00 -0.05
C -1.98365 -1.33917 3.42287 -0.01 0.02 0.05
C -1.38148 -3.04387 -0.86795 -0.07 0.05 0.04
C -3.13315 -0.54596 2.78503 0.01 -0.01 0.02
H 5.38628 5.33851 -1.86924 0.02 0.00 -0.01
H -5.38266 -2.42420 0.15835 -0.02 0.00 0.01
H -2.91745 -1.40367 5.38604 0.00 0.00 0.00
H -4.13260 -1.13925 -0.81835 0.00 0.03 -0.02
H -2.65075 -4.91343 1.03904 0.00 -0.02 -0.01
H -4.09597 -0.83610 3.22102 0.00 0.01 -0.02
H -3.76197 -4.51660 -2.50104 -0.02 0.00 -0.01
H 1.96015 4.09444 1.86785 -0.02 0.01 -0.04
H 0.52850 2.43627 4.78613 -0.01 0.01 0.00
H -3.19473 -3.11249 3.67548 -0.01 0.00 -0.01
H 5.32380 3.88656 -0.86572 0.01 0.01 0.00
H -4.05381 1.06891 -0.02514 -0.03 0.02 0.01
H 5.14506 -0.53644 -1.25064 0.01 0.01 0.00
H -0.14446 5.33352 0.42235 -0.01 0.00 -0.01
H 3.33133 3.18005 3.74883 0.00 0.00 0.01
H -4.96571 -3.26014 -2.20318 0.00 -0.01 -0.01
H -1.75741 1.01906 -3.65722 -0.04 0.00 -0.01
H 2.38776 2.70121 0.88424 0.06 -0.15 0.15
H 2.88214 -2.37239 -3.56422 0.01 0.01 -0.02
H -0.34863 3.11033 3.40093 -0.01 0.01 0.02
H -2.30738 -3.05880 2.14383 -0.01 -0.01 0.01
H -1.02321 -4.04254 -0.63725 0.02 0.01 -0.01
H 3.35453 -3.73018 -1.46381 -0.06 -0.01 -0.17
H -3.47123 0.56036 -3.67727 -0.01 0.02 -0.01
H 5.22766 0.81646 -2.37411 0.00 -0.01 0.01
H -4.44158 -3.07131 1.50277 -0.01 0.01 -0.01
H -4.84461 0.70177 -1.56910 0.03 -0.04 0.00
H 2.75352 -0.38777 -4.64864 0.01 -0.01 -0.01
H -2.04865 3.00024 -1.17943 0.01 0.01 -0.02
H 1.70520 -3.33082 0.76621 -0.02 0.02 0.03
H -4.28389 2.33553 -1.24568 0.01 0.00 0.02
H -3.01807 2.26079 -3.43738 -0.03 0.00 0.02
H 0.28551 6.86153 -0.35129 -0.01 0.01 -0.01
H -1.15728 -1.63684 5.40921 0.00 0.01 0.01
H 4.15207 -2.32571 -0.80121 -0.03 -0.01 0.03
H 4.58431 -2.65543 -3.21757 0.01 -0.03 0.01
H -1.54345 1.75568 -0.00967 0.04 0.03 0.01
H -0.28213 -2.70642 1.68378 0.00 -0.01 0.00
H 3.89441 0.90847 -4.27619 -0.01 0.00 0.00
H -5.63288 -4.08960 0.67701 0.01 0.00 0.00
H 1.12169 -2.39470 -2.69887 0.00 -0.02 -0.01
H -3.16234 -0.73316 1.70975 -0.01 0.01 -0.02
H -2.52343 -5.56529 -0.60138 0.00 -0.01 0.02
H 0.68025 3.11600 1.12778 0.00 -0.01 0.01
H 2.89204 1.64265 4.51798 0.00 0.01 0.00
H 4.49403 -0.61634 -4.96788 0.01 0.01 -0.01
H 0.92551 -3.72194 -1.53715 0.06 -0.01 -0.04
H 1.06128 3.95492 4.05342 0.00 0.00 0.00
H 5.13565 3.74917 -2.61736 0.02 0.01 0.01
H -5.26385 -4.91644 -1.63836 0.00 0.00 0.01
H -0.72836 1.02202 3.67473 0.01 0.02 0.00
H 3.66329 1.63151 2.92090 0.01 0.01 0.02
H -2.99681 0.52722 2.94079 0.00 -0.01 -0.01
H 3.09659 6.39510 -0.43296 -0.01 -0.01 -0.01
H 6.01269 -0.72162 -2.79685 0.00 -0.01 -0.01
H -4.00026 -5.81264 0.33073 0.00 0.00 0.00
H -0.69928 5.67459 -1.21965 -0.01 0.02 0.01
H 3.10960 -2.25930 0.89329 -0.01 -0.01 0.00
H -1.83499 -0.02405 5.16571 0.00 -0.01 0.02
H -0.72452 1.85816 -1.58539 0.05 0.04 0.07
H 0.56146 3.48748 -2.02593 0.01 -0.01 -0.03
H -1.45274 -3.43444 3.65092 -0.01 -0.01 -0.02

---

No. 2
129
Properties=species:S:1:pos:R:3:forces:R:3 method="wB97M-V/def2-TZVPD" homo_lumo_gap_ev=9.4158 total_charge=+1
Br 4.92396 -2.45373 -3.09203 0.26 -0.03 -0.15
P 2.72643 -0.96234 -0.21773 -0.08 -0.02 0.17
O -4.13956 4.14940 -3.50288 -0.04 -0.08 -0.09
O 4.00438 4.43530 -1.18836 -0.01 -0.09 -0.04
O -2.35083 3.78548 4.38651 -0.09 0.03 -0.06
O 2.98401 -5.82245 -2.94348 -0.07 0.20 0.10
O 6.18837 4.64072 -0.82166 0.00 0.01 0.10
O -5.57203 0.20919 0.65762 -0.02 -0.12 0.09
O 2.39032 0.38861 0.62924 0.06 -0.01 0.15
O -3.89592 -2.73806 6.12868 -0.02 -0.03 0.02
O -3.95673 -0.53585 5.67353 -0.05 0.04 -0.07
O -4.39210 1.66833 1.83105 -0.08 0.12 -0.04
O -2.33957 5.75593 3.28677 -0.04 0.10 -0.04
O 8.00752 -3.25518 0.02162 -0.04 0.00 -0.06
O 9.70205 -3.83876 1.39105 0.05 0.01 0.01
O -4.86829 6.27880 -3.34661 -0.08 0.01 0.02
O -3.53580 0.86266 -0.07016 -0.16 -0.43 -0.03
O -3.72767 -2.05513 4.02214 0.10 0.04 0.01
O 1.00321 -5.98422 -4.00843 0.01 0.02 -0.03
O 2.34456 -2.07457 0.94203 0.00 -0.10 -0.24
O -1.15375 3.99789 2.52589 0.07 -0.02 0.05
O 4.96355 6.47182 -1.31500 -0.01 0.06 -0.01
O -3.92409 5.30817 -1.58714 0.07 0.01 0.00
O 1.69778 -7.65505 -2.72301 -0.04 0.00 0.06
O 7.71313 -4.90217 1.48730 -0.03 0.05 0.07
N 1.06302 -1.87064 -2.26094 0.16 -0.22 0.11
N -0.80117 -0.83643 -2.15162 -0.33 0.12 -0.03
C 2.99145 -0.52551 -3.85437 -0.02 0.03 0.29
C -5.73101 1.71867 2.38550 -0.14 0.00 0.07
C 8.59204 -3.98566 1.00848 -0.04 -0.03 0.00
C -6.25952 0.37843 1.91765 0.01 -0.02 0.02
C -1.68121 1.59769 5.22153 0.05 0.26 0.19
C 2.12458 -2.74559 -2.77006 -0.04 -0.13 -0.24
C -0.03407 -0.31250 -1.13442 -0.18 -0.02 0.37
C -4.01775 -3.91070 5.31190 -0.02 -0.01 0.00
C 1.15043 -0.98866 -1.17531 0.35 -0.09 -0.41
C -0.12820 -1.76947 -2.81129 -0.17 0.14 -0.13
C -1.26390 -6.66394 -4.60512 0.04 0.21 0.07
C -0.54234 0.79552 -0.28244 0.30 0.56 -0.28
C -1.98351 4.62982 3.39697 -0.07 -0.18 -0.03
C -4.26557 6.93320 0.19468 -0.02 -0.21 0.02
C -3.86030 -4.13332 2.76360 -0.11 0.14 -0.06
C 4.54068 3.11043 -1.14773 -0.06 -0.01 -0.01
C -5.07872 7.15859 -2.23034 0.00 0.00 0.00
C 0.14348 -7.10981 -4.31932 -0.09 -0.07 -0.03
C 0.33842 -7.95397 -3.07722 -0.01 0.00 0.00
C -5.68589 1.95550 3.86835 0.26 -0.03 0.08
C 6.93887 2.33198 -0.68952 0.09 0.12 -0.12
C 5.83727 3.31312 -0.39159 0.03 -0.06 -0.02
C 6.76575 -3.88384 -0.31074 0.03 0.00 0.02
C -3.99440 6.71640 -1.26921 -0.05 0.09 0.06
C -3.86587 -1.66517 5.31533 -0.08 -0.10 0.00
C 5.04927 5.30710 -1.12597 0.02 -0.04 -0.01
C -4.42318 0.89843 0.73130 0.08 0.31 -0.02
C 0.04672 2.87827 -1.64943 -0.14 0.42 -0.04
C 6.40555 -4.57530 0.98652 -0.06 -0.06 -0.04
C -0.59349 3.98742 -2.48781 0.25 0.14 0.06
C -0.77511 2.74879 3.11667 0.05 0.01 -0.01
C -1.95807 2.44610 4.01075 0.06 -0.12 0.06
C -4.30045 5.14800 -2.87811 0.13 -0.01 0.13
C 0.77581 3.51235 -0.45536 -0.44 0.03 -0.39
C 5.54445 -5.80361 0.86119 0.14 -0.13 0.04
C 3.13691 -2.03281 -3.70199 -0.25 0.11 -0.12
C -3.37644 -3.45650 4.01713 -0.01 -0.09 -0.03
C 1.99308 -6.43179 -3.19612 0.04 -0.15 -0.08
C -1.06766 1.94482 -1.17473 0.32 -0.54 -0.30
H -6.07729 6.97205 -1.82828 0.00 0.03 0.04
H -6.69434 1.99141 4.27956 -0.03 0.00 -0.03
H 1.63317 -3.54277 -3.32963 0.03 0.03 0.10
H 2.91041 0.40727 1.44490 0.02 0.17 -0.06
H -6.25677 2.53002 1.87499 0.02 0.00 -0.03
H -0.50425 -2.32077 -3.65793 0.14 -0.06 0.03
H 3.65706 -0.17416 -4.64003 -0.03 -0.01 0.00
H 6.04117 -3.14022 -0.62935 0.08 0.10 0.07
H -5.20724 6.46523 0.48498 -0.03 0.04 -0.02
H -2.77150 2.02355 3.41824 0.04 0.02 0.02
H 7.85323 2.61156 -0.16916 -0.02 -0.02 0.04
H -5.12364 1.16767 4.37047 -0.05 -0.06 0.02
H -7.33287 0.34989 1.75803 0.02 0.02 -0.13
H 1.96747 -0.24029 -4.11064 0.03 -0.06 -0.11
H 0.22303 -9.02152 -3.23732 0.12 -0.01 -0.01
H -5.19544 2.90544 4.08348 -0.07 0.04 -0.02
H 6.00267 -6.52873 0.18857 -0.01 0.03 -0.04
H 3.83850 2.43982 -0.65545 -0.05 0.09 0.03
H -1.53692 1.50624 -2.06207 -0.26 0.22 0.06
H -3.52015 -4.74968 5.78901 0.06 0.08 0.08
H 0.75577 2.34688 -2.30105 0.02 -0.14 0.17
H -4.32039 8.00066 0.40729 0.00 0.01 0.01
H -1.06311 3.60584 -3.39535 -0.15 0.00 0.09
H 1.50135 2.84360 0.01103 -0.03 0.11 0.07
H -3.03543 7.15877 -1.55429 0.01 0.00 -0.01
H -1.38263 0.59609 4.91059 -0.01 -0.01 -0.01
H 4.72049 2.77529 -2.17368 0.04 -0.06 0.02
H 0.15367 4.72821 -2.78287 0.01 -0.08 -0.03
H -3.47097 6.50317 0.80384 0.02 0.06 0.01
H -1.85394 2.50170 -0.67029 0.12 0.05 0.13
H -5.07969 -4.13270 5.18356 0.01 -0.04 -0.03
H -2.57188 1.50605 5.84013 0.02 -0.05 -0.07
H -4.99690 8.19234 -2.55278 0.05 -0.04 -0.10
H -3.59099 -5.18924 2.78467 0.00 -0.01 0.01
H -2.28694 -3.51511 4.09703 0.00 0.00 0.00
H -1.68554 -6.13778 -3.74710 -0.01 -0.05 0.03
H 5.96017 -3.85840 1.68440 -0.01 0.00 0.00
H 0.14367 2.90165 3.68959 0.00 -0.06 0.03
H 7.15448 2.30771 -1.75823 -0.04 -0.02 0.00
H -3.40940 -3.67703 1.88277 0.04 -0.02 0.01
H -1.74087 -0.53125 -2.37137 0.00 0.02 0.07
H -5.95469 -0.43180 2.58384 -0.01 0.02 0.04
H 6.93963 -4.60071 -1.11775 -0.06 -0.03 0.00
H -0.88792 2.03693 5.82846 0.05 -0.01 -0.05
H 3.26251 -0.00844 -2.93162 0.00 -0.01 -0.04
H 6.64848 1.33235 -0.36332 0.00 -0.01 0.00
H -1.33730 4.50739 -1.87835 -0.11 -0.04 -0.15
H 1.27249 4.42607 -0.78043 0.21 -0.10 0.13
H 2.62349 -3.22509 -1.92993 -0.01 0.08 -0.02
H -0.60793 2.00636 2.33984 -0.06 0.07 -0.08
H 0.31318 1.17567 0.26858 -0.14 -0.17 0.24
H 3.05530 -2.48561 -4.68823 0.09 -0.08 0.08
H -1.88815 -7.52819 -4.82916 -0.01 -0.01 0.00
H -0.00115 3.79468 0.26134 0.25 0.06 0.21
H 1.85671 -2.82743 0.58814 0.00 -0.08 0.22
H 0.57614 -7.61020 -5.18909 0.01 0.01 0.00
H -4.94322 -4.04649 2.67034 0.00 -0.03 0.04
H -0.30966 -7.62888 -2.25967 -0.05 -0.02 -0.02
H -1.29691 0.44781 0.42165 -0.08 -0.10 -0.14
H 4.56363 -5.53242 0.46836 0.00 0.01 -0.02
H -1.28836 -5.99335 -5.46295 0.00 -0.05 -0.04
H 5.64110 3.36267 0.68427 0.00 -0.01 0.01
H 5.41256 -6.27995 1.83170 -0.03 0.04 0.01

---

no.,E_HOMO (eV),LUMO energy (eV)
1,-3.5,2.014
2,-12.3,-2.891